1.
The following is a quantum chemistry calculation of a cluster of 2 separate species, C18H31N3O3 in total, from OMol25.

XYZ file:
```
55
Properties=species:S:1:pos:R:3:forces:R:3
C 2.094 3.918 2.509 -0.2755 -0.6655 -0.1219
C 1.913 4.245 0.911 -0.2839 0.4531 0.4211
C 0.909 5.506 0.580 1.5629 2.3121 -5.3678
O 1.064 6.107 -0.629 -1.8851 -3.6944 8.1035
O -0.071 5.914 1.599 0.7341 -1.9172 -2.7355
C -1.450 5.914 1.084 -1.2474 1.6763 -0.9802
C -2.535 5.095 2.000 0.7126 -0.6291 0.8946
C -2.395 3.430 1.862 0.1662 0.4149 -0.3987
C -2.140 2.922 0.333 -0.2842 -5.3615 4.0371
C -2.021 1.249 0.318 -1.0080 4.6458 4.0608
C -2.234 0.654 1.824 0.1328 -0.2985 -0.8525
N -2.476 1.360 3.113 0.9343 -0.1854 -5.6495
N -2.534 2.717 3.143 0.4895 0.4024 -4.3989
H 1.242 4.326 3.200 1.5024 -0.6348 -1.5890
H 2.068 2.731 2.618 0.4380 2.6670 -0.0269
H 3.099 4.392 2.879 -1.9410 -1.1890 -0.6556
H 1.482 3.313 0.302 0.8383 2.1065 1.3732
H 2.978 4.494 0.474 -2.4402 -0.3572 0.6261
H -1.801 7.054 1.094 0.6461 -2.5467 -0.0197
H -1.431 5.594 -0.043 -0.1334 0.5627 2.1975
H -2.347 5.435 3.127 -0.4492 -1.0632 -2.4249
H -3.648 5.384 1.740 2.3641 -0.5330 0.2426
H -2.058 3.574 -0.634 -0.1991 -1.2395 2.2588
H -1.816 0.629 -0.664 -0.3906 0.9026 2.5203
H -2.196 -0.538 1.900 -0.0842 2.9644 0.0049
H -2.607 0.824 4.024 0.2593 1.0157 -1.6069
C 2.455 -3.173 -2.476 -0.0715 -0.2038 -0.2770
C 1.720 -2.548 -1.255 2.0446 0.1418 -0.5601
C 1.889 -3.473 -0.016 -0.3980 0.0459 0.0224
C 1.044 -4.742 -0.091 0.0510 -0.0487 0.0807
C -0.420 -4.412 -0.362 0.2430 0.2585 0.1484
C -0.622 -3.503 -1.604 -1.3295 -1.2690 -1.2309
N 0.277 -2.302 -1.600 -1.4412 1.7665 4.8224
O -0.236 -1.396 -0.653 1.1679 -1.8617 -2.8721
C -0.387 -4.328 -2.899 0.1808 -0.0842 -0.1767
C -2.134 -3.116 -1.696 0.3977 0.5099 0.3778
C 2.504 -1.221 -0.993 -0.7516 0.1128 0.2166
H 3.503 -2.855 -2.530 -0.2763 0.0553 0.2569
H 2.485 -4.264 -2.445 -0.1458 0.1191 -0.0448
H 1.997 -2.863 -3.423 0.0087 -0.0755 0.2065
H 1.616 -2.927 0.897 -0.0425 0.1010 -0.2185
H 2.944 -3.753 0.103 -0.1375 0.2481 -0.2436
H 1.430 -5.418 -0.859 -0.0149 0.0481 -0.0009
H 1.124 -5.288 0.860 -0.0071 0.0985 -0.2274
H -0.979 -5.349 -0.485 -0.0281 0.2913 -0.2214
H -0.838 -3.926 0.529 0.0101 0.1423 -0.1926
H -0.437 -3.687 -3.791 0.0463 -0.1253 0.3054
H -1.156 -5.105 -3.016 0.0998 0.3526 0.2309
H 0.563 -4.861 -2.914 -0.0159 0.1527 0.0090
H -2.500 -2.623 -0.788 0.2297 0.0005 -0.1490
H -2.761 -4.006 -1.832 0.4329 0.0525 -0.0140
H -2.321 -2.451 -2.546 0.1051 -0.0671 0.1014
H 2.429 -0.545 -1.853 -0.0410 -0.1463 0.1064
H 3.569 -1.422 -0.823 -0.3201 -0.2781 -0.1613
H 2.154 -0.685 -0.103 -0.1555 -0.1457 -0.2069
```
Positions in Å, forces in eV/Å.

Properties
⟨S²⟩ = 0.7550
Electronic energy = -29763.42267 eV
2S+1 = 2
Charge = +1
Gap between HOMO and LUMO (spin up / spin down) = 6.163 / 6.825 eV

natural (NBO) atomic charge list, values in e, 8 entries:
1. C -0.64
2. C -0.51
3. C 0.78
4. O -0.56
5. O -0.55
6. C -0.09
7. C -0.48
8. C 0.20

2.
The following is a quantum chemistry calculation of an isolated molecule of C18H31N5OS, from OMol25.

XYZ file:
```
56
Properties=species:S:1:pos:R:3:forces:R:3
C -5.962 -2.402 -0.738 -0.0593 -0.1280 -0.0052
C -5.822 -1.226 -0.157 0.0862 0.1684 -0.0563
C -5.112 -0.060 -0.773 -0.1328 0.2032 -0.1035
N -4.121 0.482 0.131 -0.1142 -0.4887 -0.1411
C -4.159 1.749 0.567 0.3079 -0.0865 0.2590
O -5.003 2.565 0.256 -0.2380 0.3998 -0.0252
C -3.024 2.094 1.528 0.1913 -0.0058 -0.1710
S -1.441 2.369 0.669 -0.1952 0.4218 0.0366
C -0.849 0.738 0.551 -0.0424 -0.0753 0.0896
N -1.550 -0.327 0.855 -0.1835 0.6931 0.1653
N -0.772 -1.400 0.647 0.5770 -0.9205 -0.0763
C 0.386 -0.989 0.219 -0.0830 0.0799 -0.1049
C 1.547 -1.861 -0.137 0.1013 -0.2188 0.0572
C 1.154 -3.344 -0.039 -0.0007 0.2252 -0.2024
C 0.227 -3.758 -1.174 0.0523 -0.0106 0.1502
N 2.689 -1.448 0.680 0.0502 -0.0208 -0.0106
C 3.965 -1.928 0.195 -0.0745 0.0465 0.0243
C 2.521 -1.719 2.094 0.0420 0.0600 -0.0188
N 0.400 0.381 0.136 -0.6701 -0.4205 0.2379
C 1.505 1.226 -0.264 0.2394 0.5274 -0.1723
C 1.960 2.117 0.892 0.2939 -0.2065 -0.1116
C 3.166 2.942 0.457 -0.2259 0.2067 0.0530
C 2.820 3.786 -0.766 0.2852 -0.1847 -0.0924
C 2.353 2.897 -1.913 -0.2182 0.2096 0.0884
C 1.144 2.069 -1.488 0.2416 -0.1989 -0.0678
H -6.488 -3.213 -0.266 -0.1212 -0.1219 0.1337
H -5.564 -2.599 -1.720 0.1393 0.0111 -0.2012
H -6.225 -1.042 0.830 -0.0908 -0.0348 0.1428
H -4.634 -0.358 -1.713 -0.1178 0.0399 0.0250
H -5.822 0.750 -0.974 0.1318 -0.1380 -0.0611
H -3.352 -0.119 0.432 -0.0922 0.2116 0.0431
H -3.246 3.042 2.017 -0.0225 -0.1019 -0.0502
H -2.859 1.305 2.260 -0.0573 0.0454 0.0679
H 1.821 -1.645 -1.180 0.0117 -0.0412 0.0620
H 0.652 -3.517 0.913 0.0798 -0.0438 0.0634
H 2.063 -3.949 -0.074 0.0283 0.0221 0.0829
H -0.012 -4.816 -1.095 -0.0584 -0.0983 -0.0718
H 0.696 -3.584 -2.141 0.0317 -0.0126 -0.1319
H -0.698 -3.192 -1.122 -0.0998 -0.0158 -0.0660
H 4.065 -1.690 -0.863 0.0619 -0.0019 -0.0713
H 4.754 -1.412 0.743 0.0945 -0.0397 -0.0271
H 4.108 -3.009 0.327 0.0201 -0.0256 -0.0133
H 3.268 -1.148 2.646 -0.0050 -0.0300 0.0945
H 2.641 -2.781 2.346 -0.0180 -0.0367 0.0269
H 1.530 -1.398 2.409 -0.0431 0.0040 0.1226
H 2.325 0.548 -0.515 -0.1298 0.1043 0.0389
H 1.146 2.783 1.182 0.0094 -0.0175 0.0805
H 2.218 1.490 1.748 -0.0806 -0.0259 0.0415
H 3.484 3.587 1.278 0.0835 -0.0458 0.0232
H 3.995 2.272 0.215 0.1023 -0.0210 0.0189
H 3.691 4.365 -1.077 -0.0352 0.0894 0.0100
H 2.024 4.487 -0.507 -0.0290 0.1068 0.0099
H 2.089 3.509 -2.777 0.0524 -0.0493 -0.0647
H 3.166 2.229 -2.210 0.0544 -0.0210 -0.0723
H 0.316 2.735 -1.239 -0.0428 0.0133 -0.0956
H 0.823 1.417 -2.304 -0.0883 -0.0013 0.0365
```
Positions in Å, forces in eV/Å.

Properties
SMILES = C=CCNC(=O)CSc1nnc([C@H](CC)N(C)C)n1C1CCCCC1
Electronic energy = -39502.58556 eV
2S+1 = 1
Gap between HOMO and LUMO = 9.174 eV

natural (NBO) atomic charge list, values in e, 8 entries:
1. C -0.39
2. C -0.17
3. C -0.27
4. N -0.63
5. C 0.66
6. O -0.63
7. C -0.61
8. S 0.28